Record 1
{
  "formula": "C2HBrCl2O",
  "method": "ωB97M-V with the def2-TZVPD basis set",
  "e_lumo_ha": -0.0197,
  "de_lowest_kj_mol": 184.7,
  "energy_ha": -3646.35545,
  "max_force_ha_per_bohr": 0.1189,
  "multiplicity": 1,
  "total_charge": 0,
  "orbital_gap_ha": 0.3291,
  "symbols": ["C", "C", "O", "Cl", "Cl", "Br", "H"],
  "coordinates": [[0.845750, -1.060369, -0.107518], [-0.678397, 0.575008, 0.010467], [0.805065, -1.931848, -0.911852], [1.800448, -0.902899, 1.258347], [-1.799557, 0.623739, -1.316335], [0.167026, 2.325181, 0.217190], [-1.140335, 0.371187, 0.849702]],
  "forces_ev_per_a": [[-3.209, 0.580, -1.904], [4.118, 0.160, -4.515], [0.156, 1.749, 1.305], [0.748, 0.133, 0.766], [0.324, -0.522, 0.094], [0.028, -0.846, 0.052], [-2.165, -1.255, 4.203]],
  "lowdin_charge": [-0.754, -1.038, 0.042, 0.731, 0.537, 0.562, -0.079]
}

Record 2
{
  "formula": "C2HBrF2O",
  "method": "ωB97M-V with the def2-TZVPD basis set",
  "e_lumo_ha": -0.0321,
  "de_lowest_kj_mol": 262.7,
  "energy_ha": -2925.68310,
  "max_force_ha_per_bohr": 0.0465,
  "multiplicity": 1,
  "total_charge": 0,
  "orbital_gap_ha": 0.3375,
  "symbols": ["C", "C", "O", "F", "F", "Br", "H"],
  "coordinates": [[1.381773, -0.417248, -0.411065], [-1.478089, 0.584109, 1.007215], [1.722837, 0.690064, -0.207813], [2.318124, -1.431674, -0.617839], [-1.298949, 1.653337, 0.292143], [-2.999264, -0.279995, 0.543472], [0.353571, -0.798591, -0.606114]],
  "forces_ev_per_a": [[0.815, -0.349, -0.947], [2.072, 0.755, 0.921], [-0.258, -0.604, 0.173], [-1.212, 0.942, 0.395], [-0.489, -0.124, -0.183], [-1.644, -0.603, -0.725], [0.715, -0.017, 0.366]],
  "lowdin_charge": [-0.290, -0.625, 0.123, 0.010, -0.072, 0.725, 0.129]
}

Record 3
{
  "formula": "C2HBrF2S",
  "method": "ωB97M-V with the def2-TZVPD basis set",
  "e_lumo_ha": -0.0737,
  "de_lowest_kj_mol": 248.9,
  "energy_ha": -3248.61671,
  "max_force_ha_per_bohr": 0.0790,
  "multiplicity": 1,
  "total_charge": 0,
  "orbital_gap_ha": 0.2838,
  "symbols": ["C", "C", "F", "F", "S", "Br", "H"],
  "coordinates": [[0.839969, 0.234920, -0.106514], [-0.614190, -0.089779, -0.366828], [-0.458437, -0.671132, 1.604032], [-0.936600, -1.245838, -0.889215], [2.043814, -0.526480, -0.744192], [-1.782168, 1.326230, -0.210753], [0.907612, 0.972078, 0.713471]],
  "forces_ev_per_a": [[-1.773, 0.584, 1.061], [1.316, -1.853, 3.365], [-0.460, 0.770, -2.610], [0.008, 1.971, 0.206], [1.223, -0.754, -0.885], [-0.304, -0.547, -0.418], [-0.009, -0.172, -0.719]],
  "lowdin_charge": [-0.763, -0.773, -0.370, 0.094, 0.815, 0.932, 0.066]
}

Record 4
{
  "formula": "C2HBrF2S",
  "method": "ωB97M-V with the def2-TZVPD basis set",
  "e_lumo_ha": [-0.0755, -0.0735],
  "de_lowest_kj_mol": 168.0,
  "energy_ha": -3248.64753,
  "max_force_ha_per_bohr": 0.0746,
  "multiplicity": 1,
  "total_charge": 0,
  "orbital_gap_ha": [0.2721, 0.2755],
  "symbols": ["C", "C", "F", "F", "S", "Br", "H"],
  "coordinates": [[0.540258, 0.593973, 0.211682], [-0.397247, -0.399591, -0.344585], [-0.858678, -0.161136, -1.584198], [-0.011879, -1.674475, -0.347924], [-1.701323, -0.136886, 1.053750], [1.896864, 0.304460, 1.412890], [0.532005, 1.473656, -0.401615]],
  "forces_ev_per_a": [[-2.465, -1.103, -0.111], [-1.209, -0.876, 1.685], [0.191, 0.688, 0.161], [0.629, -0.536, 0.108], [3.073, 1.125, -2.000], [-0.257, -0.101, -0.281], [0.037, 0.803, 0.438]],
  "lowdin_charge": [-0.578, -1.031, 0.054, 0.032, 0.639, 0.817, 0.066]
}

Record 5
{
  "formula": "C2HBrF3NO",
  "method": "ωB97M-V with the def2-TZVPD basis set",
  "smiles": "[O-][N+]#CC(F)(F)F.Br",
  "e_lumo_ha": -0.0086,
  "de_lowest_kj_mol": 284.9,
  "energy_ha": -3080.29956,
  "max_force_ha_per_bohr": 0.0392,
  "multiplicity": 1,
  "total_charge": 0,
  "orbital_gap_ha": 0.3794,
  "symbols": ["C", "C", "N", "O", "F", "F", "F", "Br", "H"],
  "coordinates": [[0.404353, -2.652050, 0.684371], [0.700866, -3.372605, -0.522919], [0.040900, -2.692921, 1.798982], [-0.254188, -2.271517, 2.845128], [-0.356852, -4.176601, -0.937546], [0.908144, -2.480788, -1.502695], [1.758920, -4.172239, -0.383626], [-0.075586, 0.155112, 0.433707], [-0.227111, -0.936385, -0.391400]],
  "forces_ev_per_a": [[-0.297, -1.474, 0.999], [-0.937, -1.273, -1.141], [0.768, 1.157, -1.463], [-0.679, -0.318, 1.804], [1.164, 0.937, 0.548], [0.283, -0.389, -0.198], [-0.067, 0.244, -0.290], [0.020, 1.653, 0.624], [-0.256, -0.538, -0.883]],
  "lowdin_charge": [-0.029, -0.593, -0.107, 0.097, 0.111, 0.125, 0.170, 0.529, -0.303]
}

Record 6
{
  "formula": "C2HBrFOS2",
  "method": "ωB97M-V with the def2-TZVPD basis set",
  "e_lumo_ha": 0.1032,
  "de_lowest_kj_mol": 0.0,
  "energy_ha": -3622.35627,
  "max_force_ha_per_bohr": 0.0532,
  "multiplicity": 1,
  "total_charge": -1,
  "orbital_gap_ha": 0.2608,
  "symbols": ["C", "C", "O", "F", "S", "S", "Br", "H"],
  "coordinates": [[0.900001, 1.478010, -2.392856], [-0.601609, -1.347124, -0.199165], [1.472954, 1.842727, -3.400821], [-0.398983, 2.099301, -2.044168], [1.349778, 0.283418, -1.250886], [-1.753844, -1.793170, -1.236727], [0.799000, -2.457445, 0.465225], [-0.847711, -0.635834, 0.669360]],
  "forces_ev_per_a": [[0.119, 0.248, -0.734], [-1.394, 1.042, 2.112], [-1.582, -0.061, 1.688], [1.587, -0.490, -0.780], [-0.203, 0.276, -0.083], [0.406, -0.006, -0.203], [0.343, -0.341, -0.170], [0.724, -0.668, -1.830]],
  "lowdin_charge": [-0.940, -1.378, -0.050, -0.156, 0.526, 0.496, 0.494, 0.008]
}

Record 7
{
  "formula": "C2HBrI2O",
  "method": "ωB97M-V with the def2-TZVPD basis set",
  "e_lumo_ha": -0.0374,
  "de_lowest_kj_mol": 6.8,
  "energy_ha": -3321.40582,
  "max_force_ha_per_bohr": 0.0476,
  "multiplicity": 1,
  "total_charge": 0,
  "orbital_gap_ha": 0.3142,
  "symbols": ["C", "C", "O", "Br", "I", "I", "H"],
  "coordinates": [[-0.106282, 0.957474, -1.110521], [2.815168, -0.002025, -0.112863], [-0.655311, 1.879891, -0.842921], [2.854360, 0.125816, -2.121132], [3.989862, 1.497994, 0.741609], [3.624631, -2.048121, 0.421470], [1.824971, 0.374918, 0.161153]],
  "forces_ev_per_a": [[0.879, -1.974, -0.459], [0.706, -0.464, -1.253], [-1.194, 2.073, 0.510], [0.112, -0.126, 1.096], [0.545, 0.367, 0.242], [-1.071, 1.530, -0.199], [0.024, -1.407, 0.063]],
  "lowdin_charge": [-0.046, -1.635, 0.084, 0.412, 0.709, 0.599, -0.123]
}

Record 8
{
  "formula": "C2HBrIN",
  "method": "ωB97M-V with the def2-TZVPD basis set",
  "e_lumo_ha": [-0.0836, -0.1351],
  "de_lowest_kj_mol": 217.8,
  "energy_ha": -3003.15530,
  "max_force_ha_per_bohr": 0.0583,
  "multiplicity": 1,
  "total_charge": 0,
  "orbital_gap_ha": [0.3135, 0.2124],
  "symbols": ["C", "C", "N", "Br", "I", "H"],
  "coordinates": [[0.562047, 0.719924, 0.573031], [0.357295, -0.508006, 0.018245], [0.684868, 1.655245, 1.245085], [-2.564779, 0.341045, -0.507315], [1.623904, -1.165793, -1.506022], [-0.663334, -1.042416, 0.176976]],
  "forces_ev_per_a": [[-0.019, 0.420, 1.097], [-1.947, -1.753, -1.461], [0.207, 0.436, -0.128], [0.191, -0.030, -0.087], [-0.583, 0.196, 0.667], [2.151, 0.731, -0.087]],
  "lowdin_charge": [-0.473, -0.701, 0.189, 0.137, 0.870, -0.022]
}

Record 9
{
  "formula": "C2HBrN2O2",
  "method": "ωB97M-V with the def2-TZVPD basis set",
  "e_lumo_ha": [-0.1608, -0.1607],
  "de_lowest_kj_mol": 736.2,
  "energy_ha": -2910.50924,
  "max_force_ha_per_bohr": 0.0921,
  "multiplicity": 1,
  "total_charge": 0,
  "orbital_gap_ha": [0.2442, 0.2445],
  "symbols": ["C", "C", "N", "N", "O", "O", "Br", "H"],
  "coordinates": [[-0.906424, 1.907940, -0.311734], [0.268014, -0.528770, -0.569796], [-1.003005, 2.968988, 0.097064], [0.024537, -0.915270, 0.724740], [-1.055862, -1.450277, 0.809691], [0.800093, -0.585862, 1.611585], [2.080093, -0.364083, -0.972418], [-0.207448, -1.032666, -1.389130]],
  "forces_ev_per_a": [[1.493, -4.115, -0.869], [2.625, 2.298, -3.200], [-0.329, 1.854, 0.596], [-0.730, 0.919, 2.976], [-0.519, -0.936, 0.871], [-0.734, -0.762, -0.533], [-0.748, 0.422, 0.019], [-1.057, 0.320, 0.141]],
  "lowdin_charge": [-0.154, -0.450, -0.043, -0.510, 0.118, 0.063, 0.902, 0.074]
}

Record 10
{
  "formula": "C2HBrNO2",
  "method": "ωB97M-V with the def2-TZVPD basis set",
  "e_lumo_ha": 0.1311,
  "de_lowest_kj_mol": 56.0,
  "energy_ha": -2856.09728,
  "max_force_ha_per_bohr": 0.0489,
  "multiplicity": 1,
  "total_charge": -1,
  "orbital_gap_ha": 0.2630,
  "symbols": ["C", "C", "N", "O", "O", "Br", "H"],
  "coordinates": [[0.726533, 0.070880, -1.255904], [2.534723, -0.656252, -1.484725], [0.244492, -0.537145, -0.287053], [2.314785, -1.810778, -1.461687], [3.316970, 0.242169, -1.485630], [-0.423893, 1.134439, -2.424372], [-0.629578, -0.221546, 0.134569]],
  "forces_ev_per_a": [[1.504, -1.997, 0.279], [-1.485, 1.910, -0.011], [-0.382, 0.751, 1.440], [0.509, -2.046, -0.245], [1.020, 0.398, -0.171], [-0.806, 1.156, -0.673], [-0.361, -0.172, -0.620]],
  "lowdin_charge": [-0.748, -0.696, -0.026, 0.041, 0.021, 0.392, 0.016]
}

Record 11
{
  "formula": "C2HBrO2",
  "method": "ωB97M-V with the def2-TZVPD basis set",
  "e_lumo_ha": 0.0059,
  "de_lowest_kj_mol": 149.9,
  "energy_ha": -2801.17898,
  "max_force_ha_per_bohr": 0.0850,
  "multiplicity": 1,
  "total_charge": 0,
  "orbital_gap_ha": 0.3419,
  "symbols": ["C", "C", "O", "O", "Br", "H"],
  "coordinates": [[0.509120, 1.034811, 0.060415], [-0.181146, -0.735609, -0.380941], [0.787055, 1.869429, -0.714765], [0.387703, 0.336099, 1.025282], [-1.913188, -0.838423, -0.089148], [0.410454, -1.666305, 0.099155]],
  "forces_ev_per_a": [[0.751, -0.166, -2.696], [4.055, -1.519, 0.606], [-0.496, -0.579, 1.502], [0.177, 0.742, 1.567], [-3.065, -0.525, 0.317], [-1.422, 2.047, -1.296]],
  "lowdin_charge": [-0.520, -0.569, 0.202, 0.037, 0.776, 0.074]
}

Record 12
{
  "formula": "C2HCl3N",
  "method": "ωB97M-V with the def2-TZVPD basis set",
  "e_lumo_ha": [-0.2852, -0.2863],
  "de_lowest_kj_mol": 229.2,
  "energy_ha": -1511.68786,
  "max_force_ha_per_bohr": 0.0238,
  "multiplicity": 1,
  "total_charge": 1,
  "orbital_gap_ha": [0.2952, 0.2615],
  "symbols": ["C", "C", "N", "Cl", "Cl", "Cl", "H"],
  "coordinates": [[-0.704773, 0.191893, -0.746234], [1.106881, -0.360672, 0.921571], [0.123637, -0.040851, 0.089536], [-3.035955, 1.297280, -1.386013], [0.966024, -1.770117, 1.823128], [2.402509, 0.690531, 1.086126], [-0.858322, -0.008065, -1.788114]],
  "forces_ev_per_a": [[0.572, -0.086, 0.751], [-1.072, 0.396, -0.431], [0.164, -0.080, -0.040], [0.610, -0.206, 0.454], [0.132, 0.475, -0.291], [-0.376, -0.372, -0.022], [-0.029, -0.126, -0.422]],
  "lowdin_charge": [0.105, -1.122, 0.030, 0.184, 0.859, 0.862, 0.082]
}